[1]
The following is a quantum chemistry calculation of a molecular structure, C20H57N3O7 at a distorted geometry, from the OMol25 dataset.

Output
- relative energy (zero: lowest compared OMol25 entry of this formula, charge and spin) (eV) = 13.758
- max |F| (eV Å⁻¹) = 14.4
- total energy (hartree) = -1486.555161
- orbital gap (eV) = 8.29
- lowest unoccupied orbital energy (eV) = 0.17

The geometry in XYZ format:
```
87
Properties=species:S:1:pos:R:3:forces:R:3
H 5.45327 -2.38980 -2.49266 -0.2 0.4 -0.7
H 1.31633 5.04535 3.65366 -0.2 -0.6 0.1
C -1.14751 -4.12602 -1.25371 -0.9 1.6 2.1
H -4.08262 0.63719 2.89017 -0.4 0.2 -0.2
H 2.06845 -0.38348 0.43347 -2.0 1.4 -0.2
H -2.29588 1.49151 3.38208 0.2 1.7 0.5
C -0.85899 0.28909 -0.59031 2.0 0.9 1.0
H -4.39163 -1.05303 2.71470 -0.7 -0.3 -0.4
C 3.04282 -1.34985 0.92640 3.6 -2.2 -0.9
H -2.24582 -0.90246 1.08399 -0.4 -0.8 0.1
O 2.38905 -0.71273 1.91916 -1.5 1.2 3.2
H 4.25950 -2.92848 -1.41819 0.2 0.0 0.1
H -1.19803 -0.74564 -0.54040 0.1 0.5 0.3
H -5.44131 -0.79542 -0.63527 -0.6 0.2 0.3
H 2.15104 0.21846 -4.62791 0.1 0.0 -0.3
H 2.47308 2.76163 -0.46585 -0.1 -0.1 0.8
N -3.04380 3.32214 1.46553 -1.2 0.1 -0.4
C 0.72624 -1.93280 -4.44409 1.0 0.8 0.8
C 1.21020 -0.94432 -3.29499 -1.4 1.0 -1.3
H -1.87974 1.33778 1.47626 -0.2 -0.3 0.6
H 4.88891 -1.25351 -1.29798 -0.3 0.3 0.1
O -4.67359 0.13984 0.99937 0.8 -0.2 -0.2
H -0.61654 3.95507 0.73252 0.1 0.2 -0.1
C 2.47234 2.38968 -1.49042 -0.7 0.4 0.4
H 1.36460 -2.45698 -0.01011 -0.1 0.6 0.6
H 2.04354 0.50578 -1.01432 0.8 2.6 -2.8
H -2.93804 2.71426 4.35582 -0.2 1.3 0.1
H 1.02951 2.57189 -3.14510 0.0 -0.1 0.2
H 2.40261 -3.40930 1.00283 0.2 -0.1 0.2
H 1.31648 -1.85724 -5.35733 0.6 -0.1 0.3
C 1.14192 2.79735 -2.08461 -0.1 1.4 -0.3
H 0.31504 -0.71600 -2.71649 -0.1 -0.5 0.1
O 2.62926 1.02530 -1.56986 7.5 5.4 -6.5
H 2.27309 -0.83364 -1.40895 0.0 -1.8 -2.1
H 1.09394 3.88157 -1.98329 -0.3 0.3 0.0
H 2.15158 0.87308 -3.17394 0.0 -0.4 0.3
C -2.44876 -0.49252 2.07336 0.2 -0.3 0.5
H -1.56029 0.98776 -0.13409 -0.5 -0.3 -1.1
C 0.68231 4.93768 2.77359 0.4 -0.2 -0.7
C -2.13258 2.53711 3.64310 -0.1 2.4 1.2
H -1.18232 2.60790 4.17234 0.0 -0.3 0.4
O 0.38581 3.52817 2.51020 1.6 1.3 0.4
C -0.47661 -2.97988 -1.94826 -1.5 -1.6 -0.3
H -3.84946 3.29647 2.07410 -0.8 0.1 -0.5
H -2.96758 2.36416 1.15479 -0.5 0.1 -0.4
H 0.29908 0.16095 1.29917 1.0 -0.7 -1.0
H -4.98134 -1.85482 0.68785 0.2 -0.3 -0.1
C -4.68544 -0.96548 0.13142 -1.4 -0.2 -1.2
H -0.84911 -1.72096 2.84558 0.1 0.0 0.4
O -0.39159 -5.28938 -1.31240 0.2 -0.8 -0.6
O 3.49518 -1.66461 -2.88451 0.9 0.3 0.1
C -1.80631 -1.35802 3.21993 -2.1 -0.2 -1.5
H -0.11637 5.67533 2.85154 -1.0 -0.8 0.5
H 0.56018 -3.19412 -1.68888 -0.4 0.5 -0.7
H 4.06236 -1.55217 1.25461 0.2 -0.2 -0.4
H 0.29042 2.38881 -1.54042 0.1 0.0 -0.1
H -0.87253 -2.04740 -1.54597 0.4 -0.3 -0.2
C 2.16601 -1.45034 -2.30131 2.9 -2.5 -0.1
H 1.22792 5.42822 1.96750 0.5 -0.6 -0.5
C -0.64139 3.29482 1.59944 -2.4 1.7 1.7
N -1.65012 0.68777 2.21441 0.5 -1.5 -2.6
H -2.10120 4.61487 2.66150 0.5 -0.1 0.5
H -0.27086 -1.68328 -4.80693 -0.2 0.0 0.5
H 0.75508 -2.93263 -4.01094 0.1 0.1 -0.8
H -0.68514 0.45863 2.02364 -0.8 0.0 0.9
H -2.49699 -2.18831 3.36717 0.4 -0.4 0.5
H 3.28811 2.98449 -1.90129 0.2 -0.4 -0.6
H 0.65851 1.60502 0.51839 -0.7 0.2 -0.6
H -2.21402 -4.22758 -1.45458 -0.1 -0.4 -0.7
H -3.85715 -1.15020 -0.55263 1.0 0.1 0.8
H -0.77005 -3.06187 -2.99481 0.7 0.3 0.1
O 1.59075 0.09342 -0.24915 -9.5 -5.0 9.6
C 4.55931 -2.04108 -1.97562 -1.0 -0.4 -0.7
C 2.39154 -2.53965 0.34580 -0.5 -2.2 -0.2
N 1.56560 0.36030 -3.81719 -0.1 0.0 -2.2
H -1.73338 -0.72780 4.10627 0.2 -0.3 0.0
H 2.90232 -2.78196 -0.58613 0.0 -0.3 1.0
H 2.45423 -1.18509 2.75237 -0.1 -0.1 0.0
H 3.05995 -0.63470 0.10399 3.6 -1.0 0.4
H -1.15001 -3.74447 -0.23268 -0.2 -0.4 0.9
H -0.91460 -5.99301 -0.92129 0.1 -0.2 0.0
C -1.99534 3.55966 2.40964 0.8 -2.0 -0.1
H 1.84866 -2.45399 -2.01837 0.2 0.5 -0.2
H -0.56111 0.52788 -1.61126 -0.6 0.2 0.0
H -0.69267 2.26933 1.23361 0.8 1.1 0.4
C -4.00677 -0.18531 2.17894 2.3 -0.2 1.6
C 0.41807 0.56579 0.29416 -1.2 0.4 0.0
```
Positions in Å, forces in eV/Å.


[2]
The following is a quantum chemistry calculation of a molecular structure, C20H58B3F3O14S at a distorted geometry, from the OMol25 dataset.

Output
- relative energy (zero: lowest compared OMol25 entry of this formula, charge and spin) (eV) = 0.000
- max |F| (eV Å⁻¹) = 1.6
- total energy (hartree) = -2622.660799
- orbital gap (eV) = 9.34
- lowest unoccupied orbital energy (eV) = -0.08

The geometry in XYZ format:
```
99
Properties=species:S:1:pos:R:3:forces:R:3
C 6.03431 6.27446 -3.40466 -0.1 0.1 -0.2
F 3.56243 2.58025 0.41340 0.2 -0.1 0.1
H -7.64645 2.83327 0.59182 -0.1 0.0 0.0
H 1.16961 1.66257 -4.17011 -0.3 -0.1 0.1
H -0.69749 1.15988 0.71312 -0.1 0.3 0.0
H -3.01906 -2.81953 2.12906 0.0 0.0 0.0
H 4.38456 -8.37605 -0.14170 0.0 0.0 0.0
H 0.01939 -4.95019 3.84697 0.0 0.0 0.0
H -0.60412 -3.49515 -0.67158 0.0 0.0 -0.1
H -0.41440 -6.60965 6.38490 0.1 0.1 0.0
H -4.77383 -2.87876 1.98766 0.0 0.0 0.0
C -3.99684 4.50199 -0.81312 0.1 0.0 0.0
O 1.45437 1.93137 -5.04796 0.2 0.1 -0.1
C 2.42643 -8.38723 0.78010 0.0 -0.2 -0.1
H 5.46276 5.95889 -5.24175 0.0 0.0 -0.1
O 3.26018 -0.94171 0.92938 -0.7 0.6 0.4
C -1.43922 -4.53240 0.75436 0.1 -0.1 -0.4
H -4.63540 -0.62262 0.98994 -0.2 0.2 0.0
H -8.66631 0.63372 1.25780 -0.1 0.0 -0.1
O 2.87179 0.25421 -1.10982 -0.7 0.7 0.7
C -4.03372 3.14212 -0.14087 0.1 0.1 0.1
O -2.02002 -5.74490 5.41183 0.1 0.2 0.1
O -0.55336 0.19107 -2.66220 0.1 -0.7 0.0
C 2.44720 2.93555 -4.85361 -0.1 -0.1 0.2
H -4.19129 2.35567 -0.87837 0.0 -0.1 0.0
H 1.38546 -2.03593 1.61317 0.3 -0.2 0.1
H 2.64691 -9.22976 1.44412 0.1 0.1 0.0
C -0.99017 0.48503 -0.07738 0.3 -0.8 0.0
F 4.46848 1.39325 2.00447 0.0 0.1 -0.3
C 5.02877 7.36795 -3.09513 0.0 0.0 0.0
H -3.82310 5.29126 -0.07769 -0.1 0.0 0.0
H -4.01343 -3.04239 3.57953 0.0 0.0 0.0
C 2.16513 5.95401 -0.75874 0.0 0.0 0.1
H 1.29685 -5.78880 4.74752 0.0 0.0 0.0
H -3.18450 4.54256 -1.53856 0.0 0.0 0.0
H 5.37310 7.99775 -2.27339 0.0 0.0 0.0
H 3.47977 7.43797 0.09612 0.0 0.0 0.0
C -7.83151 2.04733 -0.14442 0.1 0.0 0.0
C -4.00458 -1.02619 2.78059 -0.1 0.0 -0.1
H -0.94817 -0.53876 0.29206 0.0 -0.2 -0.1
B 2.04520 -1.59450 0.74007 0.3 -0.7 -0.5
H -1.99134 0.66805 -0.43734 -0.2 0.3 0.0
H -3.17328 -0.68041 3.39493 0.0 0.0 0.0
H 3.11978 -7.57503 -1.09074 0.0 0.0 0.0
C 4.26238 1.44781 0.66852 0.2 -0.2 0.3
H 0.88615 -9.22391 -0.07053 0.0 -0.1 0.0
H -2.65003 3.50622 1.17960 0.0 0.1 0.0
H -4.93683 4.71238 -1.32608 0.0 0.0 0.0
H -6.44311 1.04275 1.82165 0.1 0.0 0.0
C -3.95008 -2.53256 2.61655 0.1 0.0 0.0
H 7.00311 6.71032 -3.67127 0.0 0.0 0.1
H -1.41765 -6.69741 0.73478 0.0 0.0 0.0
O -3.89113 -0.34901 1.53566 0.3 -0.1 0.1
S 0.08591 0.68789 -1.46657 -0.5 1.1 -0.3
H 2.07915 4.86661 -0.82185 0.0 0.0 -0.1
H -0.44204 -4.84484 6.29864 -0.1 0.0 0.0
C 3.62652 2.42021 -4.05002 0.0 -0.1 0.0
H -4.85377 3.09224 0.58377 -0.1 0.0 -0.1
F 5.46834 1.57040 0.07895 -0.1 0.1 0.0
H 2.57462 -7.46677 1.34355 -0.1 0.0 0.0
O 1.55355 -1.60923 -0.57318 -0.8 0.7 0.9
H 3.32148 4.90405 1.31396 0.0 -0.1 0.0
B 1.62655 -0.33161 -1.05137 0.7 -0.8 -1.1
O -2.80534 2.83510 0.51009 -0.1 0.0 -0.1
H 6.18039 5.63391 -2.53634 0.0 -0.1 0.0
H 2.19150 6.35394 -1.77346 0.0 0.0 0.0
H 3.29800 2.08867 -3.06114 0.0 0.1 0.0
B 3.44253 0.16320 0.14204 0.8 -0.2 -0.5
H 4.06823 6.93073 -2.82312 0.0 0.0 0.0
H 1.99686 3.79910 -4.35098 0.1 0.1 0.0
C -7.85831 0.68402 0.52074 0.1 0.2 0.2
C 3.40569 6.35389 0.02088 -0.1 -0.3 0.0
C -0.82540 -5.86252 0.35981 0.0 0.2 0.0
H -0.75545 -5.94831 -0.72697 -0.1 -0.1 0.0
H -2.45684 -4.43881 0.35988 0.0 -0.1 0.1
H -4.93909 -0.73417 3.27463 0.0 0.0 0.1
H 0.18406 -5.94814 0.75653 0.0 0.0 0.1
O 5.58796 5.42136 -4.45581 0.0 -0.1 0.2
H 4.86674 8.00275 -3.96945 0.0 0.0 0.0
H -8.02645 -0.09784 -0.21759 0.0 -0.1 0.0
H 1.26964 6.32613 -0.26041 0.0 0.0 0.0
H -2.21558 -6.54891 4.92430 0.0 -0.1 0.0
O 0.49375 2.07656 -1.50726 0.4 0.0 0.2
O 1.04753 -8.41230 0.41728 0.1 0.1 0.1
O -0.64928 -3.43744 0.28661 -0.1 0.0 0.3
C 3.33487 -8.41875 -0.43487 -0.1 0.0 0.0
H -1.48831 -4.44290 1.83835 0.0 0.1 0.0
H 2.76737 3.25106 -5.84608 0.0 0.0 0.0
H 0.03301 -6.70907 3.91196 0.1 0.0 0.0
C -0.63081 -5.75596 5.73376 -0.1 -0.2 -0.1
O -6.61628 0.37449 1.15344 -0.2 -0.2 -0.2
O 3.37215 5.86307 1.35790 0.0 0.2 0.0
H 4.08033 1.56344 -4.55095 0.0 0.0 0.0
H 3.17700 -9.33320 -1.01111 0.0 0.0 0.0
H 4.30691 5.98601 -0.48354 0.0 0.1 0.0
H -7.03151 2.09345 -0.88363 0.0 0.0 0.0
H 4.38262 3.19639 -3.92362 0.0 0.0 0.0
C 0.23678 -5.80411 4.49000 -0.1 0.0 -0.1
H -8.77929 2.25941 -0.64044 0.0 0.0 0.0
```
Positions in Å, forces in eV/Å.